The following is a quantum chemistry calculation of a 2-piece molecular cluster, H9N3Si2 overall, from OMol25.

ORCA input file:
```
! RIJCOSX wB97M-V def2-TZVPD def2/J DEFGRID3
* xyz 0 1
N -0.362 1.921 -1.320
N -1.217 -3.025 0.879
N 0.490 -0.521 -0.087
Si 0.587 0.214 1.561
Si -1.006 -1.289 0.534
H -1.280 2.340 -1.173
H -0.528 0.951 -1.060
H -1.840 -3.613 0.313
H -0.347 -3.340 1.376
H 0.168 2.222 -0.486
H 1.146 -0.800 -0.818
H 0.832 1.629 1.314
H 1.458 -0.274 2.600
H -2.221 -0.747 0.004
*
```

The lowest unoccupied orbital energy comes out at 0.548 eV. The maximum force is 0.0588 Eh/bohr. The HOMO-LUMO gap comes out at 9.0 eV. Its SMILES is N[Si@@H]1N[SiH2]1.N. The relative energy (zero: lowest compared OMol25 entry of this formula, charge and spin) is 62.12 kcal per mole.

Results of the Mulliken charge analysis, in e, for atoms 1 through 8: -0.79 -0.52 -0.43 0.31 0.22 0.25 0.36 0.24